2 unconnected molecules or ions with the total composition C14H21N2O7. Source: OMol25; level of theory: ωB97M-V/def2-TZVPD.

Structure (XYZ):
```
44
Properties=species:S:1:pos:R:3:forces:R:3
O 1.680064 0.561985 -4.286381 0.16 0.03 -0.04
O -4.520213 -2.723961 2.106405 0.00 0.01 -0.03
O 2.083566 -0.796018 1.770872 0.30 -0.04 -0.27
O -2.804434 -1.613963 2.799526 0.00 0.07 -0.03
O 3.646307 0.752879 -5.353354 0.01 0.01 0.24
O -3.020362 -3.775599 3.426038 0.04 -0.05 0.01
O 4.178969 -0.590131 0.934835 -0.18 -0.01 -0.91
N 1.513429 2.539984 -1.767037 -0.13 -0.14 0.23
N -1.640822 2.345557 -0.326537 0.17 0.03 0.04
C 2.615609 1.839507 -2.097732 -0.01 0.42 -0.42
C 0.811698 2.353776 -0.635056 -0.17 0.26 0.06
C -1.566028 -1.539071 3.522189 0.24 0.08 0.14
C -5.257448 -3.949539 2.012424 -0.14 -0.05 -0.03
C -0.453930 3.157146 -0.397624 0.21 -0.21 -0.15
C 1.259659 1.415908 0.261544 0.18 -0.28 0.03
C 2.771838 1.056870 -4.400347 -0.37 -0.12 -0.01
C 2.858388 -0.327109 0.990832 -0.05 -0.07 0.36
C 3.079734 0.896353 -1.223061 0.10 -0.20 0.32
C 3.266887 2.111403 -3.422197 0.00 -0.25 0.23
C -0.420792 -2.151099 2.745624 -0.28 -0.23 -0.06
C 2.404360 0.689140 -0.025221 0.02 0.25 0.13
C -3.410126 -2.804974 2.834821 -0.05 0.03 0.00
C -1.804927 1.366981 -1.397769 -0.25 -0.05 0.17
H -0.312682 3.688089 0.542600 -0.13 0.15 0.00
H -4.706131 -4.675869 1.418140 0.04 -0.02 0.06
H 3.959616 0.323045 -1.471909 0.08 0.01 0.05
H 0.517166 -1.989594 3.269263 0.03 0.03 0.01
H -1.468989 1.796967 -2.340515 -0.01 0.01 -0.07
H -1.279337 0.423201 -1.222937 0.19 0.03 -0.08
H -1.398602 -0.473232 3.675491 -0.09 0.02 -0.04
H -0.567734 -3.223565 2.621363 -0.02 0.00 0.07
H 4.343076 -1.543299 0.960862 0.03 -0.03 0.62
H -1.742199 1.926402 0.586733 -0.15 0.00 0.02
H -0.550386 3.895998 -1.198631 -0.06 0.08 0.00
H 3.260827 0.024706 -5.868190 0.03 0.08 -0.18
H 0.717824 1.248012 1.181113 0.01 -0.05 0.04
H -1.677749 -2.000984 4.502096 -0.07 -0.10 -0.05
H -2.860450 1.125104 -1.499825 -0.03 0.03 -0.04
H 2.990878 3.095198 -3.801207 0.12 0.06 -0.07
H 4.345155 2.059212 -3.293444 0.07 0.11 -0.20
H 1.163439 3.246188 -2.404152 0.05 -0.04 -0.15
H -5.460060 -4.355624 3.000120 0.06 -0.01 0.02
H -6.190470 -3.700860 1.516863 0.03 0.07 -0.02
H -0.354621 -1.705120 1.753370 0.06 0.07 0.02
```
Positions in Å, forces in eV/Å.

As for the multiplicity: 1. The calculation puts the total energy at -1182.0743 hartree. For the LUMO energy, the calculation gives -4.80 eV. For the HOMO-LUMO gap, the calculation gives 7.73 eV. For the relative energy (zero: lowest compared OMol25 entry of this formula, charge and spin), the calculation gives 0.0 kJ/mol. Its net charge is +1. For the HOMO energy, the calculation gives -0.460 Eh.

Löwdin charges, unit e, in atom order: atom 1 (O): 0.129, atom 2 (O): 0.005, atom 3 (O): 0.163, atom 4 (O): 0.028, atom 5 (O): 0.153, atom 6 (O): 0.131, atom 7 (O): 0.135, atom 8 (N): 0.218, atom 9 (N): -0.092, atom 10 (C): -0.175, atom 11 (C): -0.156, atom 12 (C): -0.209, atom 13 (C): -0.030, atom 14 (C): -0.159, atom 15 (C): 0.087, atom 16 (C): -0.518, atom 17 (C): -0.441, atom 18 (C): 0.091, atom 19 (C): 0.006, atom 20 (C): -0.073, atom 21 (C): -0.039, atom 22 (C): -0.615, atom 23 (C): -0.096, atom 24 (H): 0.140, atom 25 (H): 0.099, atom 26 (H): 0.151, atom 27 (H): 0.069, atom 28 (H): 0.085, atom 29 (H): 0.081, atom 30 (H): 0.118, atom 31 (H): 0.082, atom 32 (H): 0.148, atom 33 (H): 0.112, atom 34 (H): 0.127, atom 35 (H): 0.150, atom 36 (H): 0.149, atom 37 (H): 0.127, atom 38 (H): 0.088, atom 39 (H): 0.145, atom 40 (H): 0.143, atom 41 (H): 0.186, atom 42 (H): 0.098, atom 43 (H): 0.094, atom 44 (H): 0.064

***

C14H21N3O4S in the gas phase in a non-equilibrium geometry. Source: OMol25; level of theory: ωB97M-V/def2-TZVPD.

Structure (XYZ):
```
43
Properties=species:S:1:pos:R:3:forces:R:3
S 0.438725 -2.765652 -0.907939 0.12 -0.12 0.15
O -4.863881 -0.469368 1.393910 -0.34 0.07 -0.03
O -3.223660 -1.360257 2.446938 0.09 -0.12 0.34
O 0.028787 -4.135157 -0.945918 -0.08 -0.04 0.26
O 1.347886 -2.304546 -1.916442 -0.16 0.32 0.05
N 1.278508 -1.164934 0.826363 -0.14 0.80 -0.10
N 1.065960 -2.498874 0.638461 -0.18 -0.31 -0.18
N -3.728879 -0.888842 1.451583 -0.12 -0.06 0.43
C 0.172655 2.366550 -1.113319 0.18 -0.22 0.12
C 2.259104 -0.711662 1.487178 0.28 -0.27 0.23
C -3.199183 0.018481 -0.811829 0.03 -0.13 0.20
C -0.976316 -1.676583 -0.861409 0.39 -0.18 -0.04
C -1.227681 -0.842537 -1.934578 0.11 -0.05 -0.04
C 2.658715 2.137387 -1.069057 -0.21 -0.24 0.06
C 2.350010 0.770599 1.691923 -0.35 0.22 -0.16
C -4.360878 0.952438 -0.827930 -0.24 0.16 -0.03
C 1.343088 1.562614 -0.548810 -0.08 0.25 0.01
C -2.329757 -0.008751 -1.902196 -0.03 -0.19 0.15
C 1.268836 1.582533 0.982133 0.19 -0.24 -0.13
C 3.338704 -1.550791 2.120076 -0.29 -0.10 -0.16
C -1.803868 -1.683548 0.234630 -0.39 0.04 0.29
C -2.910117 -0.837470 0.261323 0.91 -0.18 -1.04
H 0.296859 1.190536 1.285030 -0.09 0.07 0.05
H 3.498048 1.498477 -0.809641 0.19 -0.02 0.01
H -4.282793 1.638873 -1.666758 0.05 0.03 -0.06
H -4.425388 1.522038 0.097115 -0.03 0.05 -0.03
H -5.291506 0.393120 -0.912931 -0.03 0.06 0.00
H 0.157743 2.310183 -2.198989 -0.05 0.04 -0.17
H 4.094178 -0.920509 2.579387 0.04 -0.01 0.02
H 1.253539 0.525921 -0.883983 0.00 0.10 -0.02
H 0.259312 3.413093 -0.826493 -0.02 0.17 0.02
H -1.600951 -2.333235 1.071080 -0.02 0.01 0.09
H -0.547857 -0.854414 -2.771359 0.06 0.08 -0.14
H 2.913472 -2.200402 2.885684 0.04 -0.07 0.09
H -2.525949 0.646455 -2.737288 -0.02 0.08 -0.05
H 1.802144 -3.150104 0.903848 -0.02 -0.16 -0.23
H 3.818476 -2.180120 1.368649 0.08 -0.06 -0.01
H 2.282947 0.956805 2.769187 0.13 -0.01 0.02
H 3.342437 1.101491 1.377221 0.09 -0.01 0.09
H 2.627682 2.216945 -2.153057 0.06 0.03 -0.13
H 1.340450 2.618930 1.322511 -0.06 0.05 0.02
H -0.772902 1.983880 -0.736365 -0.14 0.01 0.03
H 2.833290 3.130393 -0.657921 0.05 0.15 0.04
```
Positions in Å, forces in eV/Å.

As for the SMILES: C/C(CCC(C)C)=N\NS(=O)(=O)c1ccc(C)c([N+](=O)[O-])c1. As for the multiplicity: 1. The calculation puts the total energy at -1409.3565 hartree. For the LUMO energy, the calculation gives -0.59 eV. For the HOMO-LUMO gap, the calculation gives 9.05 eV. For the relative energy (zero: lowest compared OMol25 entry of this formula, charge and spin), the calculation gives 474.7 kJ/mol. For the HOMO energy, the calculation gives -0.354 Eh.

Löwdin charges, unit e, in atom order: atom 1 (S): 0.671, atom 2 (O): 0.086, atom 3 (O): 0.088, atom 4 (O): -0.283, atom 5 (O): -0.289, atom 6 (N): 0.022, atom 7 (N): -0.126, atom 8 (N): -0.346, atom 9 (C): -0.078, atom 10 (C): -0.323, atom 11 (C): -0.175, atom 12 (C): -0.266, atom 13 (C): -0.035, atom 14 (C): -0.070, atom 15 (C): -0.147, atom 16 (C): -0.036, atom 17 (C): -0.436, atom 18 (C): -0.026, atom 19 (C): -0.182, atom 20 (C): -0.021, atom 21 (C): 0.030, atom 22 (C): -0.082, atom 23 (H): 0.111, atom 24 (H): 0.069, atom 25 (H): 0.082, atom 26 (H): 0.088, atom 27 (H): 0.093, atom 28 (H): 0.077, atom 29 (H): 0.079, atom 30 (H): 0.105, atom 31 (H): 0.081, atom 32 (H): 0.129, atom 33 (H): 0.122, atom 34 (H): 0.088, atom 35 (H): 0.121, atom 36 (H): 0.113, atom 37 (H): 0.086, atom 38 (H): 0.126, atom 39 (H): 0.113, atom 40 (H): 0.077, atom 41 (H): 0.119, atom 42 (H): 0.060, atom 43 (H): 0.083

***

A molecular structure, C14H21N7O6Re. Source: OMol25; level of theory: ωB97M-V/def2-TZVPD.

Structure (XYZ):
```
49
Properties=species:S:1:pos:R:3:forces:R:3
Re -0.102592 -1.432378 0.407196 -0.55 0.24 0.13
O 3.799582 -0.581579 0.998897 0.11 -0.18 0.08
O 1.638151 -0.741399 0.499551 -0.15 -0.12 -0.11
O 0.843618 5.921277 2.060845 -0.03 0.04 -0.31
O -1.291336 -2.973261 0.345475 0.42 0.14 0.11
O -2.467220 -4.777819 0.875305 -0.06 -0.13 -0.12
O 2.907000 6.058367 2.665795 0.14 0.06 -0.23
N -1.835575 -0.325619 0.181193 0.28 -0.09 0.00
N -0.557861 -0.758786 -3.840227 0.03 -0.01 -0.11
N -0.007674 -1.634358 2.589659 -0.08 -0.12 -0.15
N 1.963669 5.476322 2.189212 -0.16 -0.13 0.75
N -1.660170 0.275840 -2.089370 0.02 -0.01 0.01
N -0.063815 -1.370059 -1.653860 -0.03 0.02 0.02
N -3.314343 1.160357 -0.787385 -0.06 0.05 -0.01
C 2.754460 -0.031060 0.916220 0.12 0.03 -0.05
C -1.887403 -3.812934 1.244878 -0.10 0.08 0.05
C -0.729327 -0.658051 -2.532449 0.07 -0.08 0.11
C 3.368526 3.449719 2.132988 0.13 -0.02 0.01
C -0.353742 -3.017056 3.085935 0.00 0.06 0.05
C 1.292476 2.034098 0.936115 -0.05 0.01 0.01
C 2.501612 1.401574 1.221358 -0.19 -0.02 -0.04
C 2.158225 4.045561 1.846821 0.06 0.08 -0.19
C -1.264863 0.107471 -4.794981 0.00 -0.03 0.00
C 3.540389 2.112186 1.813711 0.04 0.01 0.03
C -2.262554 0.349126 -0.863662 -0.04 -0.05 0.02
C 0.376937 -1.773388 -4.353705 0.00 0.05 0.00
C -1.773271 -3.393002 2.694303 0.14 0.16 -0.10
C 1.113211 3.368947 1.250030 -0.09 -0.06 -0.07
H -3.805112 1.297949 0.081702 0.02 0.02 0.01
H 4.476561 1.611694 2.019564 -0.01 0.00 0.00
H -0.229580 -3.040458 4.166326 -0.01 0.05 0.04
H -2.135679 -4.215911 3.303740 0.02 -0.03 0.03
H 0.945353 -1.413289 2.879825 0.02 0.00 0.00
H 0.289324 -1.809025 -5.433701 -0.01 0.01 0.00
H -0.591879 -0.964325 3.090022 -0.01 0.01 -0.01
H 0.370535 -3.707967 2.655864 0.03 -0.01 0.00
H -1.129961 1.162695 -4.550283 0.02 0.01 0.00
H 4.158097 4.026279 2.593183 -0.02 0.01 0.00
H -3.697322 1.626905 -1.593877 -0.02 -0.03 -0.01
H -2.445175 -2.542282 2.863890 -0.03 -0.07 0.06
H -0.827521 -0.038340 -5.776078 0.01 -0.01 0.00
H 0.192921 3.893853 1.038033 0.02 0.01 0.02
H -2.324102 -0.145743 -4.859022 -0.01 -0.01 0.03
H -2.453302 -0.250309 0.979804 -0.04 -0.04 0.00
H 1.408328 -1.522175 -4.098928 -0.02 0.02 0.01
H 0.487508 1.498589 0.446292 0.03 0.00 0.01
H -2.056549 0.861702 -2.806776 -0.02 0.03 -0.01
H 0.120309 -2.761234 -3.968466 -0.02 0.00 -0.01
H 0.561123 -2.048681 -2.070941 0.06 0.05 -0.07
```
Positions in Å, forces in eV/Å.

As for the multiplicity: 4. The calculation puts the total energy at -1458.5239 hartree. For the LUMO energy (spin up / spin down), the calculation gives -7.15 / -8.35 eV. For the HOMO-LUMO gap (spin up / spin down), the calculation gives 8.18 / 6.97 eV. For the relative energy (zero: lowest compared OMol25 entry of this formula, charge and spin), the calculation gives 68.8 kJ/mol. Its net charge is +2. For the HOMO energy (spin up / spin down), the calculation gives -0.563 / -0.563 Eh.

Löwdin charges, unit e, in atom order: atom 1 (Re): 1.746, atom 2 (O): 0.186, atom 3 (O): -0.287, atom 4 (O): 0.098, atom 5 (O): -0.257, atom 6 (O): 0.181, atom 7 (O): 0.123, atom 8 (N): -0.008, atom 9 (N): -0.104, atom 10 (N): -0.076, atom 11 (N): -0.345, atom 12 (N): 0.194, atom 13 (N): 0.004, atom 14 (N): 0.230, atom 15 (C): -0.473, atom 16 (C): -0.553, atom 17 (C): -0.359, atom 18 (C): 0.049, atom 19 (C): -0.175, atom 20 (C): -0.024, atom 21 (C): -0.136, atom 22 (C): -0.112, atom 23 (C): 0.007, atom 24 (C): 0.035, atom 25 (C): -0.421, atom 26 (C): 0.013, atom 27 (C): -0.084, atom 28 (C): 0.015, atom 29 (H): 0.144, atom 30 (H): 0.138, atom 31 (H): 0.136, atom 32 (H): 0.143, atom 33 (H): 0.116, atom 34 (H): 0.105, atom 35 (H): 0.122, atom 36 (H): 0.138, atom 37 (H): 0.105, atom 38 (H): 0.137, atom 39 (H): 0.143, atom 40 (H): 0.130, atom 41 (H): 0.106, atom 42 (H): 0.123, atom 43 (H): 0.113, atom 44 (H): 0.109, atom 45 (H): 0.115, atom 46 (H): 0.077, atom 47 (H): 0.136, atom 48 (H): 0.110, atom 49 (H): 0.088

***

C14H22BNO2 in the gas phase in a non-equilibrium geometry. Source: OMol25; level of theory: ωB97M-V/def2-TZVPD.

Structure (XYZ):
```
40
Properties=species:S:1:pos:R:3:forces:R:3
O 0.080523 1.189049 0.034152 -0.80 -0.85 2.09
O -0.882806 -0.361346 1.601948 0.54 1.62 -0.79
N -2.055967 1.325667 -1.473688 -0.69 2.68 -1.11
C 0.875455 -1.885649 -3.554670 -0.32 0.16 -0.66
C 0.594987 2.759248 1.823122 1.54 -0.91 -0.86
C -0.158491 -2.011472 -1.427390 0.32 0.42 -1.15
C 1.379432 -1.123046 1.921293 1.00 2.17 0.65
C -2.265269 0.331720 -0.504183 -0.33 -0.66 2.69
C 0.390986 0.085024 2.092990 0.98 -1.23 2.30
C -0.167904 -1.100577 -4.065983 -1.15 -0.73 2.39
C -1.246908 -1.324681 -1.939229 -0.27 -0.33 -0.16
C 2.361599 1.098783 0.883847 -2.05 0.82 -1.40
C -2.393549 -1.071942 -1.099163 -2.35 0.78 0.89
C 0.861354 1.298367 1.262980 0.90 0.60 -0.06
C 0.921285 -2.293164 -2.223626 0.54 0.40 0.54
C 0.198538 0.430740 3.611013 -1.33 0.54 -1.89
C -1.260257 -0.800440 -3.199050 1.05 0.34 -2.52
B -1.006648 0.389742 0.458754 -0.71 -0.37 -1.09
H -0.424291 3.000091 2.000511 -1.05 -0.28 0.52
H -3.366265 -1.042216 -1.633066 0.64 -0.40 -0.13
H 1.093116 0.792108 4.045075 1.01 0.11 0.59
H -2.003594 2.226164 -0.929647 0.20 -1.11 -1.28
H 0.838834 3.389877 0.962197 0.30 0.08 0.20
H 1.807136 -2.717477 -1.698984 -0.62 -0.01 -1.06
H -0.102256 -2.260734 -0.412355 -0.34 -0.49 1.38
H 3.006492 0.882685 1.669657 0.83 -0.59 1.57
H 2.375488 0.311247 0.116455 0.37 0.51 0.22
H -3.219942 0.617960 -0.012393 0.47 -0.57 0.21
H 1.230549 3.053975 2.686367 -0.41 -0.37 -0.55
H 1.529457 -1.403069 0.891944 -0.39 -0.31 -0.31
H 2.729535 2.031927 0.522396 0.21 0.66 -0.89
H 2.389774 -0.792173 2.257964 -0.80 -0.45 -0.02
H -0.348955 -0.809249 -5.067328 0.74 0.13 -1.01
H -0.225349 -0.413965 4.110001 0.15 -0.72 0.44
H -2.080586 -0.140048 -3.605941 0.82 -1.08 0.80
H 1.124284 -1.927192 2.552816 -0.70 -1.08 0.48
H -1.149452 1.129881 -1.855491 0.50 0.70 -0.44
H -2.477667 -1.819680 -0.316227 -0.05 0.01 0.26
H 1.618941 -2.270654 -4.207960 0.75 0.10 -0.58
H -0.571613 1.224518 3.720892 0.50 -0.32 -0.26
```
Positions in Å, forces in eV/Å.

As for the SMILES: CC1(C)OB([C@@H](N)Cc2ccccc2)OC1(C)C. As for the multiplicity: 1. The calculation puts the total energy at -776.8008 hartree. For the LUMO energy, the calculation gives 0.60 eV. For the HOMO-LUMO gap, the calculation gives 9.01 eV. For the relative energy (zero: lowest compared OMol25 entry of this formula, charge and spin), the calculation gives 70.0 kJ/mol. For the HOMO energy, the calculation gives -0.309 Eh.

Löwdin charges, unit e, in atom order: atom 1 (O): 0.111, atom 2 (O): 0.161, atom 3 (N): 0.032, atom 4 (C): -0.091, atom 5 (C): 0.006, atom 6 (C): -0.045, atom 7 (C): 0.000, atom 8 (C): -0.304, atom 9 (C): -0.425, atom 10 (C): -0.044, atom 11 (C): -0.280, atom 12 (C): -0.003, atom 13 (C): -0.120, atom 14 (C): -0.403, atom 15 (C): -0.079, atom 16 (C): 0.014, atom 17 (C): -0.043, atom 18 (B): -0.574, atom 19 (H): 0.070, atom 20 (H): 0.137, atom 21 (H): 0.074, atom 22 (H): 0.115, atom 23 (H): 0.088, atom 24 (H): 0.119, atom 25 (H): 0.094, atom 26 (H): 0.058, atom 27 (H): 0.102, atom 28 (H): 0.153, atom 29 (H): 0.100, atom 30 (H): 0.068, atom 31 (H): 0.078, atom 32 (H): 0.089, atom 33 (H): 0.086, atom 34 (H): 0.079, atom 35 (H): 0.138, atom 36 (H): 0.076, atom 37 (H): 0.056, atom 38 (H): 0.127, atom 39 (H): 0.084, atom 40 (H): 0.097